1.
Molecular formula: C13H19F12N3O2
Method: DFT, ωB97M-V/def2-TZVPD

Results
highest occupied orbital energy	-4.9	eV
multiplicity	1
LUMO energy	-0.046	Eh

Each line ends with the Mulliken charge.
Positions of all 49 atoms, in Å:
1 N -4.29944 1.33960 2.28762  -0.62
2 C -3.50561 1.48226 1.00332  -0.04
3 C -3.82020 0.26024 0.02675  -0.89
4 N -2.81790 0.32368 -1.08522  0.08
5 C -1.49130 -0.07635 -0.50919  -1.06
6 C -1.16803 0.60176 0.92273  1.41
7 C -1.34502 -0.39260 2.16935  -1.00
8 O -0.19632 -0.46218 3.05414  -0.21
9 C -0.59387 -0.37181 4.40700  0.90
10 F 0.50900 -0.48393 5.27964  -0.24
11 F -1.45972 -1.42986 4.78036  -0.25
12 F -1.16397 0.89555 4.70782  -0.25
13 C 0.29989 1.26020 0.81507  -0.05
14 F 0.18640 2.19204 -0.27040  -0.33
15 F 0.57078 2.08554 1.93837  -0.33
16 C 1.44409 0.22960 0.44560  0.78
17 F 1.10346 -1.13033 0.57839  -0.27
18 F 1.67199 0.42662 -0.94011  -0.07
19 C 2.81703 0.40332 1.28877  0.44
20 F 2.59313 0.22891 2.68780  -0.22
21 F 3.30331 1.71308 1.14470  -0.29
22 C 3.94894 -0.66278 0.92345  0.50
23 F 3.80435 -1.82902 1.71405  -0.24
24 F 5.17704 -0.09133 1.36313  -0.27
25 F 4.11542 -0.93173 -0.42064  -0.18
26 N -2.06942 1.78741 1.21838  -0.48
27 H -4.63285 2.29582 2.49069  0.31
28 H -5.15354 0.80072 2.04212  0.25
29 H -3.95922 2.41477 0.49367  0.45
30 H -3.86111 -0.76274 0.53818  0.34
31 H -4.85969 0.45576 -0.41509  0.38
32 H -3.07300 -0.40084 -1.78273  0.46
33 H -2.82015 1.22538 -1.59261  0.47
34 H -1.51955 -1.22036 -0.39676  0.21
35 H -0.69914 0.13114 -1.30422  0.25
36 H -1.47375 -1.45232 1.72993  0.10
37 H -2.26665 -0.20391 2.80427  0.52
38 H -1.94050 1.97250 2.23203  0.35
39 C 2.84261 -2.23817 -4.83289  -1.39
40 C 1.97491 -1.04071 -4.40028  0.51
41 C 2.80944 -0.12003 -3.48996  -0.73
42 O 0.93592 -1.51009 -3.68150  -0.89
43 H 3.19573 -2.82500 -3.97763  0.27
44 H 2.29020 -2.90999 -5.49786  0.34
45 H 3.73041 -1.89306 -5.38124  0.36
46 H 1.78019 -0.45832 -5.32343  0.12
47 H 3.15954 -0.63434 -2.59028  -0.15
48 H 2.22783 0.75347 -3.17623  0.19
49 H 3.69833 0.25245 -4.01909  0.47

2.
Molecular formula: C13H19F7N2O7S
Method: DFT, ωB97M-V/def2-TZVPD

Results
highest occupied orbital energy	-11.4	eV
multiplicity	1
SMILES	CC(C)CN(OC#N)S(=O)(=O)F.CCOC(=O)C(F)(F)F.CCOC(=O)C(F)(F)F
LUMO energy	0.015	Eh

Each line ends with the Mulliken charge.
Positions of all 49 atoms, in Å:
1 C 0.73759 -0.30905 1.62798  -1.69
2 C -0.27861 0.64066 0.96556  1.41
3 C 0.29892 2.04046 0.77162  -1.71
4 C -1.51306 0.69317 1.86857  -1.61
5 N -2.61618 1.44967 1.25404  0.15
6 O -2.92673 0.97638 -0.06709  -0.30
7 C -3.20679 -0.30004 -0.11074  0.65
8 N -3.40700 -1.43040 -0.18205  -0.47
9 S -4.04096 1.66209 2.13855  1.13
10 O -3.93726 2.87925 2.84026  -0.53
11 O -5.14245 1.32225 1.32444  -0.52
12 F -3.88346 0.53554 3.21548  -0.23
13 H 1.74575 0.09961 1.58298  0.39
14 H 0.72145 -1.29543 1.16904  0.36
15 H 0.49671 -0.42958 2.68574  0.35
16 H -0.58481 0.22889 0.00298  0.19
17 H -0.45521 2.77731 0.49861  0.43
18 H 1.04729 2.01871 -0.02290  0.44
19 H 0.81943 2.35657 1.67854  0.36
20 H -1.82187 -0.30390 2.19321  0.52
21 H -1.25300 1.26539 2.76387  0.64
22 C 3.91461 -6.46751 1.32755  -1.09
23 C 2.43065 -6.20133 1.21968  -0.23
24 O 1.95281 -5.43842 2.35236  -0.31
25 C 2.14426 -4.13297 2.29581  0.31
26 O 2.66025 -3.50650 1.41794  -0.51
27 C 1.54210 -3.46414 3.55222  1.01
28 F 1.86085 -4.12537 4.66539  -0.26
29 F 0.20588 -3.43554 3.44888  -0.27
30 F 1.97711 -2.21371 3.66310  -0.24
31 H 4.14515 -6.96706 2.26856  0.30
32 H 4.23341 -7.10761 0.50545  0.37
33 H 4.48350 -5.53972 1.28224  0.31
34 H 1.85825 -7.12515 1.25253  0.31
35 H 2.17974 -5.67038 0.30242  0.32
36 C -2.27829 2.92996 -3.78588  -1.08
37 C -0.89951 2.55373 -4.27886  -0.21
38 O -0.18307 3.70914 -4.77259  -0.32
39 C 0.39419 4.46647 -3.85463  0.34
40 O 0.38556 4.30283 -2.67096  -0.51
41 C 1.15457 5.62669 -4.53681  0.92
42 F 0.41893 6.19772 -5.49307  -0.25
43 F 2.27825 5.15872 -5.09629  -0.26
44 F 1.48285 6.55326 -3.64617  -0.23
45 H -2.83920 3.43656 -4.57133  0.34
46 H -2.82210 2.03198 -3.49315  0.36
47 H -2.21905 3.59298 -2.92360  0.30
48 H -0.95305 1.88114 -5.13162  0.32
49 H -0.30835 2.07667 -3.49788  0.29

3.
Molecular formula: C13H19ILiNO7P
Method: DFT, ωB97M-V/def2-TZVPD

Results
highest occupied orbital energy	-11.6	eV
multiplicity	1
charge	+1
LUMO energy	-0.208	Eh

Each line ends with the Mulliken charge.
Positions of all 43 atoms, in Å:
1 C 6.92238 -0.85974 0.75459  -0.09
2 C 5.90634 -0.87836 0.06678  -0.54
3 C 4.54287 -0.85981 -0.72840  -0.51
4 C 3.40113 -0.38830 0.32904  0.31
5 O 4.15841 0.54684 1.13714  -0.52
6 C 2.89468 -1.74330 1.07405  -0.04
7 O 3.66597 -2.50817 1.61272  -0.51
8 N 1.42644 -1.87844 0.95307  -0.16
9 C 0.98098 -0.45102 0.85869  -0.77
10 I 1.32813 0.21113 2.96418  0.16
11 C -0.57123 -0.14540 0.69904  -0.92
12 C -1.27838 -0.88927 -0.51860  -0.28
13 C -2.84859 -1.02893 -0.11820  -0.62
14 C -3.79538 -0.22525 -1.10728  -0.41
15 O -5.11117 -0.85990 -1.03556  -0.34
16 C -6.09846 0.07909 -0.65777  0.64
17 C -7.05796 -0.17436 0.59647  -0.91
18 O -6.29247 1.11254 -1.28312  -0.50
19 C 2.00063 0.07439 -0.24963  0.59
20 P 1.78836 1.77878 -0.97485  0.81
21 O 2.91568 1.97684 -1.97060  -0.72
22 O 1.75768 3.03935 0.16278  -0.58
23 O 0.37860 1.78616 -1.90549  -0.51
24 H 7.62962 -0.69970 1.61447  0.35
25 H 4.29478 -1.85346 -1.19968  0.39
26 H 4.63403 -0.00662 -1.46635  0.33
27 H 3.56006 1.29333 1.34273  0.40
28 H 0.97364 -2.44174 1.67925  0.40
29 H -0.66818 0.99090 0.58754  0.17
30 H -1.05398 -0.38666 1.70136  0.73
31 H -1.27267 -0.22121 -1.44094  0.16
32 H -0.87108 -1.92776 -0.72472  0.38
33 H -3.04321 -0.60750 0.92725  0.31
34 H -3.06071 -2.13583 -0.05080  0.31
35 H -3.39323 -0.20856 -2.16725  0.30
36 H -3.84388 0.85618 -0.74136  0.28
37 H -7.02859 -1.25556 0.94365  0.30
38 H -8.11141 0.04969 0.21936  0.31
39 H -6.85923 0.56349 1.42620  0.25
40 H 1.83312 -0.67486 -1.10182  0.34
41 H 2.68427 3.37680 0.15516  0.39
42 H 0.58975 2.22540 -2.76484  0.36
43 Li 2.19154 5.36091 0.46078  0.96